[1]
84
Properties=species:S:1:pos:R:3 method="wB97M-V/def2-TZVPD" relative_energy_ev=0.0000 multiplicity=1 charge=0 energy_ha=-4810.74105
Li -0.20 0.62 0.04
Cl 2.55 -0.15 -2.79
C 2.75 -0.52 -1.07
C 1.74 -0.16 -0.21
C 1.99 -0.45 1.11
Cl 0.68 -0.07 2.26
C 3.14 -1.05 1.61
Cl 3.36 -1.37 3.29
C 4.12 -1.42 0.69
Cl 5.55 -2.23 1.22
C 3.92 -1.17 -0.67
Cl 5.11 -1.67 -1.82
C -5.63 1.76 -4.48
C -5.61 3.02 -3.62
C -4.82 2.91 -2.32
C -3.32 2.68 -2.47
N -2.94 1.30 -2.76
C -2.56 0.41 -1.83
S -2.62 0.76 -0.16
N -2.11 -0.78 -2.25
C -2.05 -1.24 -3.62
C -3.41 -1.64 -4.22
C -3.99 -2.95 -3.70
C -4.42 -2.94 -2.24
H -6.35 1.86 -5.30
H -5.92 0.89 -3.89
H -4.66 1.55 -4.94
H -6.64 3.30 -3.37
H -5.21 3.85 -4.21
H -5.22 2.10 -1.69
H -4.96 3.83 -1.75
H -2.81 2.96 -1.55
H -2.91 3.31 -3.28
H -2.95 1.00 -3.72
H -1.85 -1.43 -1.51
H -1.40 -2.12 -3.62
H -1.56 -0.49 -4.24
H -3.28 -1.71 -5.30
H -4.13 -0.83 -4.05
H -3.25 -3.75 -3.86
H -4.85 -3.20 -4.33
H -3.58 -2.90 -1.55
H -4.98 -3.85 -2.00
H -5.06 -2.08 -2.02
C 1.94 6.27 1.71
C 1.41 5.78 3.05
C 1.97 4.46 3.55
C 1.60 3.23 2.72
N 2.36 3.15 1.48
C 1.86 3.14 0.24
S 0.20 3.12 -0.10
N 2.75 3.18 -0.77
C 4.18 3.35 -0.64
C 4.94 2.06 -0.35
C 6.41 2.29 -0.04
C 7.15 0.99 0.25
H 1.63 7.30 1.52
H 1.57 5.66 0.88
H 3.03 6.24 1.69
H 0.32 5.70 3.00
H 1.61 6.54 3.81
H 1.62 4.28 4.57
H 3.07 4.52 3.63
H 0.55 3.25 2.45
H 1.78 2.32 3.29
H 3.36 3.12 1.58
H 2.34 3.08 -1.69
H 4.38 4.10 0.13
H 4.55 3.78 -1.57
H 4.84 1.39 -1.21
H 4.47 1.53 0.49
H 6.50 2.97 0.82
H 6.88 2.81 -0.88
H 6.70 0.47 1.10
H 8.20 1.17 0.48
H 7.10 0.32 -0.61
N 1.68 -3.77 0.12
C 0.71 -3.28 -0.67
N 1.04 -3.07 -1.96
S -0.84 -3.03 -0.06
H 2.65 -3.77 -0.18
H 1.48 -3.87 1.10
H 2.01 -2.97 -2.21
H 0.42 -2.46 -2.47


[2]
64
Properties=species:S:1:pos:R:3 method="wB97M-V/def2-TZVPD" multiplicity=1 charge=+1 energy_ha=-5863.45155
C 3.51 -2.44 -1.18
C 2.77 -1.41 -0.41
O 2.56 -0.19 -1.14
C 1.53 -0.25 -2.13
O 1.74 -0.55 -3.20
C 0.16 0.12 -1.56
C -1.04 0.06 -2.66
C -2.08 -1.08 -2.32
N -3.42 -0.48 -2.04
C -4.20 -1.12 -1.22
N -5.20 -0.41 -0.62
N -4.07 -2.43 -0.92
S -4.28 -3.52 -2.29
C -3.13 -4.79 -2.08
O -4.15 -2.82 -3.50
O -5.50 -4.14 -2.16
H 4.30 -1.96 -1.75
H 3.95 -3.15 -0.52
H 2.85 -2.92 -1.86
H 1.80 -1.81 -0.14
H 3.32 -1.19 0.53
H -0.05 -0.56 -0.72
H 0.27 1.19 -1.16
H -1.55 1.08 -2.70
H -0.67 -0.10 -3.64
H -2.15 -1.63 -3.23
H -1.73 -1.73 -1.55
H -3.28 0.42 -1.58
H -4.96 0.13 0.18
H -6.13 -0.47 -0.98
H -3.22 -2.62 -0.42
H -2.13 -4.48 -2.31
H -3.46 -5.62 -2.66
H -3.13 -5.08 -1.05
O 5.83 -2.25 -3.21
H 5.81 -2.28 -4.18
C 3.62 2.92 0.62
F 3.76 2.23 1.79
F 4.74 3.52 0.44
F 3.38 2.03 -0.45
S 2.11 3.79 0.60
O 2.02 4.79 1.59
O 1.30 2.62 0.82
O 2.08 4.29 -0.74
C -3.26 3.93 -0.82
Cl -3.06 2.32 -0.06
Cl -3.82 3.77 -2.48
H -3.99 4.49 -0.25
H -2.30 4.45 -0.81
Cl 0.66 -0.16 4.14
C 2.09 -0.16 5.20
C 2.48 1.22 5.65
Cl 3.08 2.23 4.28
H 2.90 -0.63 4.65
H 1.86 -0.77 6.06
H 3.28 1.15 6.38
H 1.65 1.75 6.11
Be 1.93 0.56 0.38
Cl 0.40 0.67 1.01
F -5.41 -6.35 -2.75
O 4.03 5.57 7.11
V 2.84 4.48 7.34
O 1.62 3.45 7.71
Cs -0.86 2.34 -1.15


[3]
173
Properties=species:S:1:pos:R:3 method="wB97M-V/def2-TZVPD" multiplicity=1 charge=0 energy_ha=-5968.78489
C -0.96 0.20 1.34
C -0.52 1.35 0.37
C 0.93 1.85 0.57
O 1.42 1.72 -0.74
C 0.59 1.06 -1.52
O 0.87 0.74 -2.66
O -0.51 0.78 -0.85
H -0.80 0.49 2.38
H -0.44 -0.74 1.18
H -2.04 0.04 1.36
H -1.20 2.19 0.50
H 1.51 1.24 1.26
H 0.88 2.90 0.86
C 0.60 5.95 5.36
C -0.88 5.65 5.08
O -1.25 4.49 5.11
C -1.74 6.88 4.73
H 0.66 6.70 6.15
H 1.13 6.23 4.45
H 0.97 4.99 5.73
H -1.38 7.27 3.78
H -1.68 7.59 5.55
H -2.78 6.63 4.50
C 5.17 -3.64 -7.72
C 5.98 -2.39 -7.95
O 6.23 -1.99 -9.07
C 6.34 -1.57 -6.73
H 5.76 -4.53 -7.90
H 4.35 -3.72 -8.43
H 4.66 -3.59 -6.75
H 7.19 -0.90 -6.88
H 6.57 -2.29 -5.94
H 5.44 -1.02 -6.49
C 5.56 -1.99 1.83
C 7.01 -2.29 1.63
O 7.55 -2.03 0.51
C 7.61 -3.23 2.67
H 5.29 -1.15 1.19
H 5.49 -1.65 2.86
H 4.92 -2.85 1.65
H 8.69 -3.16 2.62
H 7.30 -4.23 2.38
H 7.33 -3.11 3.71
C 8.17 2.69 -2.55
C 7.79 3.77 -3.47
O 8.25 3.93 -4.60
C 6.80 4.77 -2.88
H 8.84 1.97 -3.03
H 7.24 2.15 -2.35
H 8.66 3.02 -1.63
H 5.88 4.33 -2.49
H 6.59 5.54 -3.62
H 7.27 5.39 -2.11
C -5.32 6.49 -4.42
C -4.27 5.89 -3.48
O -4.46 5.53 -2.31
C -2.87 6.05 -4.05
H -5.95 7.05 -3.75
H -5.81 5.74 -5.04
H -4.81 7.22 -5.05
H -2.18 5.79 -3.24
H -2.47 7.04 -4.30
H -2.76 5.39 -4.90
C -6.03 1.27 7.34
C -5.85 0.07 8.24
O -6.72 -0.40 8.88
C -4.48 -0.51 8.29
H -6.12 1.03 6.28
H -5.22 2.00 7.39
H -6.91 1.79 7.73
H -4.00 -0.74 7.34
H -4.47 -1.44 8.85
H -3.89 0.31 8.71
C 2.40 10.58 -0.60
C 2.63 9.25 0.14
O 1.81 8.36 0.07
C 3.95 9.16 0.88
H 1.37 10.47 -0.93
H 3.01 10.57 -1.51
H 2.46 11.41 0.10
H 4.78 9.35 0.19
H 4.21 8.18 1.30
H 3.94 9.91 1.67
C 0.22 -8.99 4.57
C -1.24 -9.32 4.87
C -1.98 -8.01 4.61
S -0.77 -6.64 5.09
O -1.08 -6.03 6.41
O -0.47 -5.84 3.91
C 0.64 -7.80 5.38
H 0.37 -8.78 3.51
H 0.84 -9.86 4.79
H -1.37 -9.71 5.88
H -1.57 -10.19 4.30
H -2.82 -7.90 5.30
H -2.35 -7.88 3.59
H 0.52 -8.06 6.43
H 1.50 -7.17 5.15
C -6.34 -0.87 -4.53
C -4.81 -0.70 -4.19
C -4.10 -0.68 -5.61
S -5.15 0.47 -6.57
O -5.24 -0.01 -7.90
O -4.76 1.86 -6.33
C -6.68 0.16 -5.62
H -6.79 -0.75 -3.55
H -6.64 -1.87 -4.84
H -4.46 -1.46 -3.50
H -4.61 0.22 -3.63
H -4.09 -1.69 -6.03
H -3.06 -0.35 -5.52
H -7.38 -0.41 -6.23
H -7.11 1.09 -5.24
C -7.18 -4.04 3.30
C -8.28 -4.18 2.20
C -8.84 -5.60 2.27
S -8.85 -6.12 4.04
O -8.14 -7.37 4.23
O -10.17 -6.12 4.64
C -7.83 -4.64 4.54
H -6.98 -2.98 3.44
H -6.22 -4.49 3.03
H -7.88 -3.90 1.22
H -9.15 -3.59 2.48
H -8.02 -6.14 1.80
H -9.80 -5.87 1.82
H -7.17 -4.91 5.36
H -8.51 -3.87 4.90
C 2.91 3.88 -8.94
C 3.57 5.28 -9.12
C 2.73 6.02 -10.16
S 0.96 5.52 -9.69
O 0.24 4.97 -10.85
O 0.36 6.60 -8.96
C 1.47 4.18 -8.53
H 3.45 3.39 -8.13
H 2.93 3.28 -9.85
H 4.59 5.26 -9.49
H 3.61 5.80 -8.16
H 2.89 5.60 -11.16
H 2.87 7.09 -10.30
H 0.69 3.42 -8.49
H 1.49 4.58 -7.52
C 1.21 -5.40 -3.05
C -0.03 -5.32 -3.98
C -1.05 -6.42 -3.62
S -0.94 -6.63 -1.72
O -0.62 -7.98 -1.38
O -2.11 -5.96 -1.11
C 0.57 -5.51 -1.61
H 1.89 -4.55 -3.18
H 1.76 -6.31 -3.26
H 0.27 -5.22 -5.02
H -0.42 -4.31 -3.83
H -0.63 -7.36 -3.96
H -2.11 -6.37 -3.89
H 1.14 -5.78 -0.72
H 0.15 -4.55 -1.34
C 2.21 -0.65 7.78
C 3.30 0.45 7.72
C 4.58 -0.15 8.22
S 4.21 -1.91 8.80
O 4.91 -2.12 10.08
O 4.45 -2.83 7.65
C 2.46 -1.58 9.01
H 2.25 -1.25 6.88
H 1.23 -0.17 7.76
H 2.99 1.27 8.36
H 3.49 0.88 6.73
H 4.95 0.39 9.09
H 5.42 -0.24 7.53
H 2.33 -1.05 9.95
H 1.87 -2.50 8.99


Number 1: highest occupied orbital energy -0.295 Ha. Number 2: highest occupied orbital energy -0.336 Ha. Number 3: highest occupied orbital energy -0.353 Ha.